#w
C7H14N2 | ωB97M-V/def2-TZVPD

```
! wB97M-V def2-TZVPD RIJCOSX def2/J DEFGRID3
* xyz 0 1
H -0.689 3.475 -1.731
N -0.215 3.063 -0.895
N -0.252 1.852 -0.803
C -0.802 0.991 -1.746
C -0.591 1.172 -3.052
C -1.471 -0.205 -1.147
H -0.043 2.024 -3.423
H -0.895 0.442 -3.781
H -1.829 -0.872 -1.925
H -0.761 -0.731 -0.511
H -2.309 0.106 -0.525
C -0.448 -1.553 2.382
C 0.591 -1.921 1.371
C 1.569 -1.139 0.935
C 1.832 0.269 1.362
H -0.512 -0.477 2.517
H -0.217 -2.013 3.344
H -1.423 -1.924 2.068
H 0.514 -2.931 0.989
H 2.247 -1.527 0.185
H 2.892 0.495 1.272
H 1.529 0.438 2.391
H 1.285 0.966 0.725
*
```

As for the frontier orbital gap: 9.256 eV. As for the SMILES: [H]/N=N\C(=C)C.C/C=C\C. The HOMO energy comes out at -8.92 eV.


#x
C7H14N2 | ωB97M-V/def2-TZVPD

```
! wB97M-V def2-TZVPD RIJCOSX def2/J DEFGRID3
* xyz 0 1
C 2.747 0.295 0.354
C 1.495 0.266 -0.474
N 1.068 1.673 -0.530
N -0.070 1.901 -0.176
C -0.834 0.649 0.116
C -1.821 0.701 1.321
C -1.689 0.381 -1.181
C 0.314 -0.447 0.209
C -0.120 -1.783 -0.368
H 2.565 0.259 1.449
H 3.302 1.113 0.026
H 3.287 -0.685 0.290
H 1.762 -0.205 -1.396
H -2.519 1.612 1.436
H -1.192 0.744 2.212
H -2.563 -0.256 1.330
H -2.664 0.828 -0.894
H -1.816 -0.661 -1.325
H -1.376 0.880 -2.119
H 0.429 -0.672 1.216
H 0.306 -1.941 -1.381
H -1.140 -2.094 -0.220
H 0.528 -2.559 0.106
*
```

As for the frontier orbital gap: 9.776 eV. As for the SMILES: C[C@@H]1N=NC(C)(C)[C@H]1C. The HOMO energy comes out at -8.86 eV.


Of all the structures shown, which is most stable? #x, and #w is the least stable.